[1]
{
  "formula": "CH15O9V",
  "method": "wB97M-V/def2-TZVPD",
  "species": ["O", "V", "O", "C", "O", "H", "H", "H", "O", "H", "H", "O", "H", "H", "O", "H", "H", "O", "H", "H", "O", "H", "H", "O", "H", "H"],
  "coordinates": [[-16.091, -21.556, -5.079], [-17.522, -21.439, -5.959], [-18.056, -22.940, -6.247], [-15.992, -19.992, -9.056], [-16.494, -20.699, -7.999], [-15.215, -20.491, -9.636], [-16.736, -19.717, -9.803], [-15.434, -19.095, -8.788], [-17.583, -19.113, -5.682], [-17.882, -18.716, -4.864], [-17.600, -18.397, -6.317], [-14.517, -21.492, -2.123], [-14.367, -21.938, -2.956], [-14.502, -20.560, -2.344], [-16.741, -23.532, -9.192], [-16.795, -22.663, -8.793], [-16.318, -23.382, -10.037], [-17.890, -26.104, -7.393], [-18.485, -26.779, -7.065], [-18.380, -25.287, -7.300], [-19.607, -20.745, -6.490], [-20.435, -21.115, -6.184], [-19.856, -20.151, -7.198], [-18.560, -21.262, -3.640], [-18.168, -21.552, -2.816], [-19.503, -21.331, -3.494]],
  "atomic_forces_ev_per_a": [[-4.36, 0.18, -2.22], [5.08, -1.75, -0.26], [0.97, 2.64, 0.71], [0.27, 0.39, -0.17], [-1.68, -1.54, 2.31], [0.15, -0.92, -0.05], [-0.42, 0.23, -0.15], [-0.19, 0.66, 0.45], [-0.09, -0.08, 0.28], [-0.05, -0.08, 0.44], [0.25, -0.10, -0.55], [-0.07, -0.05, 0.41], [-0.07, -0.14, -0.36], [0.02, 0.19, -0.11], [-0.20, -0.59, -0.18], [0.14, 0.81, 0.38], [0.10, 0.01, -0.15], [0.10, -0.28, -0.03], [-0.11, -0.20, 0.08], [0.09, 0.45, -0.04], [-0.30, 0.21, 0.25], [-0.09, -0.47, 0.07], [0.30, 0.27, -0.33], [-0.15, 0.39, -0.82], [0.61, -0.22, 0.08], [-0.30, -0.04, -0.06]],
  "mulliken_charge": [-0.485, 1.326, -0.622, -0.959, -0.587, 0.255, 0.330, 0.278, -0.375, 0.273, 0.278, -0.633, 0.321, 0.308, -0.626, 0.360, 0.297, -0.596, 0.289, 0.299, -0.371, 0.268, 0.276, -0.469, 0.283, 0.283],
  "charge": 0,
  "e_tot_ha": -1668.1902,
  "multiplicity": 1,
  "e_above_lowest_ev": 2.014,
  "e_homo_ev": -8.08,
  "molar_mass_g_mol": 222.066
}

***

[2]
{
  "formula": "CH16Ni2O11",
  "method": "wB97M-V/def2-TZVPD",
  "species": ["Ni", "Ni", "C", "O", "O", "O", "O", "H", "H", "O", "H", "H", "O", "H", "H", "O", "H", "H", "O", "H", "H", "O", "H", "H", "O", "H", "H", "O", "H", "H"],
  "coordinates": [[13.501, -5.735, 18.064], [9.441, -7.881, 20.696], [10.726, -6.216, 19.337], [10.648, -6.196, 20.615], [11.511, -5.535, 18.637], [9.999, -7.106, 18.887], [10.139, -4.426, 16.451], [10.702, -4.759, 17.151], [9.583, -3.775, 16.880], [11.862, -2.621, 19.505], [11.440, -3.454, 19.294], [11.175, -1.966, 19.382], [13.401, -3.868, 17.030], [13.118, -3.969, 16.121], [13.283, -2.936, 17.216], [8.816, -4.604, 21.861], [9.416, -5.136, 21.339], [8.925, -3.716, 21.522], [7.567, -6.552, 17.505], [7.580, -6.332, 16.574], [8.465, -6.400, 17.800], [9.326, -9.235, 17.293], [9.530, -8.957, 16.400], [9.623, -8.510, 17.843], [12.228, -4.990, 22.455], [11.580, -5.431, 21.905], [13.061, -5.398, 22.219], [14.023, -4.709, 19.959], [14.812, -4.392, 20.398], [13.301, -4.355, 20.478]],
  "atomic_forces_ev_per_a": [[-1.33, 3.08, 1.61], [0.63, 1.85, -1.29], [0.90, -0.86, 1.57], [0.17, -0.23, 1.46], [2.10, 0.65, -0.65], [-2.17, -2.60, -1.32], [0.23, -0.13, -0.27], [-0.05, -0.04, 0.14], [-0.35, 0.32, -0.09], [0.45, -0.29, -0.20], [-0.24, -0.20, -0.08], [-0.16, 0.47, 0.13], [0.42, -2.13, -0.01], [-0.23, 0.01, -0.72], [-0.09, 0.61, 0.97], [-0.25, -0.42, 0.03], [0.11, 0.36, 0.09], [-0.15, 0.39, 0.10], [-0.07, 0.02, 0.45], [-0.16, 0.06, -0.33], [0.03, 0.07, -0.26], [0.20, -0.39, 0.42], [-0.12, -0.07, -0.35], [-0.09, 0.04, -0.48], [0.41, 0.55, -0.19], [-0.18, -0.04, 0.08], [0.28, -0.36, 0.43], [-0.02, -1.27, -1.50], [0.79, 0.08, -0.11], [-1.04, 0.47, 0.37]],
  "mulliken_spin": [1.848, 1.657, -0.012, 0.165, 0.050, 0.182, 0.000, 0.001, 0.000, 0.000, 0.000, 0.000, 0.049, 0.000, 0.000, 0.003, 0.004, 0.000, 0.001, 0.000, 0.001, 0.001, 0.000, 0.002, 0.006, 0.000, -0.001, 0.038, 0.003, 0.000],
  "charge": 2,
  "e_tot_ha": -3891.1880,
  "multiplicity": 5,
  "e_above_lowest_ev": 5.165,
  "e_homo_ev": [-16.32, -16.32],
  "molar_mass_g_mol": 321.514
}

***

[3]
{
  "formula": "CH17O11Sn",
  "method": "wB97M-V/def2-TZVPD",
  "species": ["Sn", "C", "O", "O", "O", "H", "O", "H", "H", "O", "H", "H", "O", "H", "H", "O", "H", "H", "O", "H", "H", "O", "H", "H", "O", "H", "H", "O", "H", "H"],
  "coordinates": [[-0.164, 0.212, 0.088], [-0.575, -2.769, -1.839], [-0.772, -3.997, -1.894], [-0.073, -1.992, -2.834], [-1.076, -2.027, -0.963], [-0.034, -2.359, -3.642], [-0.703, 0.840, -2.353], [0.002, 0.438, -2.914], [-1.172, 1.488, -2.917], [2.246, 0.445, -1.051], [2.913, 1.115, -0.944], [2.767, -0.249, -1.428], [-1.227, 2.057, 1.657], [-0.915, 2.527, 2.417], [-2.112, 2.391, 1.601], [1.665, -1.725, 0.949], [2.391, -1.804, 0.302], [2.029, -2.274, 1.633], [-1.239, -1.113, 2.061], [-1.189, -0.687, 2.915], [-1.089, -2.058, 2.159], [-2.789, 0.063, -0.056], [-3.426, -0.207, -0.718], [-3.251, -0.097, 0.809], [0.838, 2.709, -0.172], [0.248, 3.235, 0.339], [1.678, 2.838, 0.187], [1.344, 1.004, 1.983], [2.208, 1.482, 1.792], [1.477, 0.513, 2.832]],
  "atomic_forces_ev_per_a": [[-1.26, -1.96, -1.27], [-2.98, -2.46, 0.23], [1.58, 1.66, -0.84], [1.23, 2.75, 2.91], [0.68, 1.99, 2.57], [0.30, -2.78, -4.18], [0.40, 0.35, -0.95], [-0.91, 0.16, 0.51], [0.41, -0.48, 0.47], [-0.16, 0.14, 0.17], [0.22, 0.83, 0.06], [0.21, -1.09, -0.65], [-0.08, -0.12, -0.20], [0.88, 0.28, 0.96], [-1.21, 0.05, -0.52], [0.89, 0.16, -0.90], [-0.68, 0.20, 0.03], [-0.17, -0.59, 0.94], [0.04, 0.38, -0.39], [-0.03, -0.14, 0.51], [-0.03, -0.16, -0.06], [-0.67, 0.51, 1.75], [0.07, -0.28, -0.46], [0.76, 0.02, -1.19], [-1.20, -0.82, -1.71], [-0.82, 0.70, 0.65], [2.11, 0.63, 0.80], [1.84, 0.68, 1.21], [-1.52, -1.12, 0.63], [0.10, 0.54, -1.06]],
  "mulliken_charge": [1.544, 0.568, -0.656, -0.366, -0.652, 0.258, -0.553, 0.302, 0.262, -0.455, 0.224, 0.244, -0.418, 0.262, 0.237, -0.457, 0.218, 0.252, -0.462, 0.256, 0.261, -0.473, 0.251, 0.265, -0.478, 0.312, 0.227, -0.481, 0.264, 0.245],
  "charge": 1,
  "e_tot_ha": -1090.0213,
  "multiplicity": 1,
  "e_above_lowest_ev": 1.649,
  "e_homo_ev": -10.45,
  "molar_mass_g_mol": 323.847
}

***

Q: The lowest charge belongs to which entry?
A: CH15O9V